Entry from the OMol25 dataset: a molecular structure, C23H47NbO8 at a distorted geometry (ωB97M-V/def2-TZVPD).

Frontier orbital gap: 4.2 eV
Energy relative to the best compared isomer or geometry (same formula, charge and spin): 0.00 kcal per mole
LUMO level: 4.36 eV
Energy: -42534.3347 eV
E_HOMO: 0.189 eV

Structure (ORCA input):
```
! RIJCOSX wB97M-V def2-TZVPD def2/J DEFGRID3
* xyz -2 1
C 4.1738 1.3852 1.2920
C 3.6577 2.8014 1.4860
O 3.6667 3.4842 0.2265
C 2.4247 3.8469 -0.2656
O 2.1021 3.5036 -1.3768
C 1.6189 4.8245 0.5523
C 0.4415 4.3056 1.3668
C -0.7052 3.6216 0.5892
Nb -0.7951 1.3203 0.7934
C -0.3423 0.9382 -1.4022
O -0.8097 1.7536 -2.2322
O 0.3544 -0.0481 -1.6667
H 4.0036 1.0946 0.2710
H 5.2356 1.3645 1.5007
H 3.6528 0.7255 1.9662
H 2.6739 2.7689 1.9213
H 4.3219 3.3340 2.1570
H 1.2925 5.5943 -0.1252
H 2.3056 5.2946 1.2531
H 0.7581 3.6672 2.1767
H 0.0387 5.1964 1.8490
H -1.6394 3.9459 1.0368
H -0.7233 3.8968 -0.4585
H -2.6173 1.3196 0.4865
H -0.8745 -0.5121 1.0290
H 1.0083 1.2926 1.2144
H -1.0803 1.4603 2.6326
C 2.1501 -2.2222 -5.0447
C 2.5162 -0.8460 -4.5010
C 3.4971 -1.2019 -3.4026
O 4.1676 -2.4147 -3.8248
C 3.4789 -2.9638 -4.9437
H 1.7533 -2.2032 -6.0607
H 1.4068 -2.6888 -4.3952
H 3.0158 -0.2574 -5.2785
H 1.6645 -0.2764 -4.1264
H 2.9748 -1.4002 -2.4647
H 4.2390 -0.4227 -3.2296
H 4.0904 -2.8054 -5.8440
H 3.3557 -4.0401 -4.7956
C -3.4584 0.7494 -4.2238
C -4.5067 0.1894 -5.1861
C -5.7043 -0.0077 -4.2639
O -5.6135 0.9942 -3.2568
C -4.3109 1.6154 -3.3169
H -2.6613 1.3068 -4.7079
H -2.9995 -0.0549 -3.6480
H -4.7453 0.9308 -5.9557
H -4.2001 -0.7314 -5.6837
H -5.6710 -0.9920 -3.7795
H -6.6624 0.0892 -4.7839
H -4.4375 2.6244 -3.7271
H -3.8947 1.6984 -2.3174
C -3.9184 -3.6160 0.7500
C -3.9208 -4.0725 2.2074
C -3.0388 -3.0081 2.8542
O -3.2350 -1.8199 2.1099
C -3.9284 -2.0997 0.9015
H -4.7616 -3.9898 0.1675
H -2.9957 -3.9360 0.2610
H -4.9350 -4.0241 2.6159
H -3.5427 -5.0857 2.3548
H -1.9785 -3.2836 2.7947
H -3.2903 -2.8241 3.9021
H -4.9529 -1.7148 0.9888
H -3.4320 -1.5809 0.0816
C 3.2635 -1.6452 6.3390
C 1.7680 -1.3868 6.1736
C 1.7518 -0.3479 5.0591
O 2.8952 -0.6246 4.2432
C 3.7497 -1.5519 4.8976
H 3.4989 -2.6030 6.8050
H 3.7159 -0.8523 6.9408
H 1.2649 -2.2986 5.8432
H 1.2787 -1.0385 7.0829
H 1.8544 0.6674 5.4576
H 0.8497 -0.3852 4.4492
H 3.6680 -2.5201 4.3887
H 4.7831 -1.2073 4.8193
*
```


Entry from the OMol25 dataset: a molecular structure, C23H47O22V at a distorted geometry (ωB97M-V/def2-TZVPD).

Frontier orbital gap (spin up / spin down): 8.0 / 8.4 eV
Energy relative to the best compared isomer or geometry (same formula, charge and spin): 0.00 kcal per mole
LUMO level (spin up / spin down): -3.48 / -3.43 eV
Energy: -95338.9408 eV
E_HOMO (spin up / spin down): -11.473 / -11.827 eV

Structure (ORCA input):
```
! RIJCOSX wB97M-V def2-TZVPD def2/J DEFGRID3
* xyz 1 4
V -2.2060 -1.5461 2.0237
C 0.3888 1.4426 0.0435
C -0.9087 1.3064 0.8229
O -1.2195 0.0770 1.3388
H 0.4422 0.7366 -0.7902
H 1.2557 1.2504 0.6838
H 0.4650 2.4472 -0.3715
H -1.7022 1.6581 0.1262
H -0.9540 2.1548 1.5302
C -4.4541 3.8255 -4.2637
O -4.8342 4.2224 -2.9517
C -4.0123 3.8889 -1.9733
O -2.9041 3.4286 -2.1032
O -4.5959 4.1722 -0.8184
C -3.8701 3.8755 0.3671
H -5.1245 4.2327 -5.0094
H -4.3481 2.7411 -4.3170
H -3.4608 4.2147 -4.5109
H -3.7353 2.7977 0.4140
H -4.4748 4.2553 1.1865
H -2.9291 4.4212 0.4320
C 0.8524 -2.1794 -0.9373
O 0.5215 -3.5442 -0.6425
C -0.3923 -3.7136 0.2825
O -0.7975 -2.8257 1.0125
O -0.7630 -4.9524 0.4303
C -0.2042 -6.0190 -0.3454
H 0.0098 -1.5034 -0.9719
H 1.5114 -2.2136 -1.8048
H 1.6021 -1.8449 -0.2115
H 0.1030 -5.7094 -1.3393
H -0.9626 -6.7851 -0.4799
H 0.6303 -6.4240 0.2217
C -5.3324 -3.6514 -2.1035
O -4.4804 -3.4624 -0.9582
C -4.0707 -2.2797 -0.6252
O -3.5070 -2.0766 0.4405
O -4.3291 -1.3436 -1.4993
C -3.9949 0.0279 -1.2183
H -5.5483 -4.7129 -2.1405
H -4.8041 -3.3278 -2.9972
H -6.2808 -3.1221 -2.0333
H -2.9456 0.1035 -0.9318
H -4.6614 0.4488 -0.4685
H -4.1009 0.5680 -2.1539
C 3.0703 -1.4525 1.9651
O 3.8834 -2.5148 1.4885
C 3.3622 -3.7363 1.4987
O 2.2981 -4.0639 1.9512
O 4.2477 -4.5523 0.9429
C 3.8287 -5.8984 0.7255
H 2.0561 -1.7116 2.2595
H 2.9957 -0.6775 1.2063
H 3.5654 -1.0477 2.8480
H 3.5615 -6.3853 1.6623
H 4.6773 -6.3909 0.2660
H 2.9576 -5.9243 0.0711
C 4.5493 1.2955 -0.0349
O 4.9336 1.3596 1.3257
C 5.9175 0.5417 1.6917
O 6.5755 -0.1154 0.9344
O 6.0794 0.6422 3.0009
C 7.0994 -0.1735 3.5799
H 3.7086 1.9602 -0.2016
H 4.2491 0.2871 -0.3299
H 5.3898 1.5696 -0.6723
H 6.6173 -1.0293 4.0539
H 7.6262 0.3982 4.3400
H 7.8255 -0.5157 2.8469
C -1.2255 1.2153 -3.6360
O -0.5888 0.1845 -4.3587
C -0.3026 0.4883 -5.6263
O -0.7729 1.3871 -6.2718
O 0.5567 -0.4061 -6.0788
C 1.0259 -0.1921 -7.4224
H -0.8562 2.2119 -3.8905
H -1.0731 1.1212 -2.5670
H -2.2935 1.3321 -3.8329
H 1.4230 0.8221 -7.4580
H 0.1937 -0.2948 -8.1155
H 1.8111 -0.9076 -7.6315
C -1.8956 3.3905 4.1071
O -0.9016 4.2426 4.6431
C -0.2941 3.7939 5.7418
O -0.4947 2.7402 6.2790
O 0.5631 4.7410 6.1230
C 1.2918 4.4833 7.3225
H -1.5141 2.3947 3.8754
H -2.3114 3.8682 3.2262
H -2.7012 3.2417 4.8307
H 0.9481 5.1734 8.0909
H 2.3561 4.5560 7.1206
H 1.1068 3.4881 7.7251
*
```


Entry from the OMol25 dataset: 6 unconnected molecules or ions with the total composition C23H47O7S at a distorted geometry (ωB97M-V/def2-TZVPD).

Frontier orbital gap: 7.2 eV
LUMO level: -3.56 eV
Energy: -49771.4505 eV
E_HOMO: -10.723 eV

Structure (ORCA input):
```
! RIJCOSX wB97M-V def2-TZVPD def2/J DEFGRID3
* xyz 1 1
O 0.6063 0.8618 2.3183
C 0.0705 1.4785 1.4295
O 0.2754 2.7933 1.2546
C -0.9225 0.7739 0.5233
C -2.2575 0.5920 1.2448
S -3.3064 2.0380 0.9473
H -0.0329 3.0647 0.3806
H -1.0433 1.2640 -0.4388
H -0.5316 -0.2196 0.3688
H -2.7779 -0.2397 0.7989
H -2.0955 0.4295 2.2996
H -3.8964 2.3506 2.1140
H -2.4809 3.0648 0.5658
C 0.9678 1.1775 5.5702
C 2.1692 1.8011 6.2752
C 1.9888 1.2953 7.7009
O 1.3473 0.0204 7.5977
C 0.8706 -0.1719 6.2671
H 1.0850 1.0865 4.4911
H 0.0695 1.7700 5.7704
H 3.0954 1.4072 5.8502
H 2.2025 2.8875 6.2130
H 1.3424 1.9623 8.2811
H 2.9323 1.1800 8.2340
H 1.5095 -0.9154 5.7752
H -0.1486 -0.5613 6.3012
C 4.6899 -2.1988 5.4418
C 4.5747 -1.9346 3.9435
C 5.0037 -3.2751 3.3612
O 4.6106 -4.2705 4.3069
C 4.2321 -3.6471 5.5373
H 4.0911 -1.5255 6.0547
H 5.7317 -2.1102 5.7565
H 3.5342 -1.7244 3.6801
H 5.1874 -1.1051 3.5937
H 6.0907 -3.3241 3.2376
H 4.5371 -3.4899 2.3988
H 3.1427 -3.7122 5.6367
H 4.6867 -4.1840 6.3693
C -1.2035 5.6737 -2.8631
C -2.2683 4.6547 -3.2743
C -1.9899 3.5088 -2.3201
O -1.4696 4.1077 -1.1113
C -1.1493 5.4947 -1.3536
H -1.4413 6.6947 -3.1516
H -0.2430 5.4077 -3.3080
H -3.2647 5.0635 -3.0945
H -2.2089 4.3511 -4.3159
H -1.2318 2.8317 -2.7198
H -2.8810 2.9270 -2.0852
H -1.8967 6.1145 -0.8511
H -0.1717 5.7194 -0.9295
C -2.8404 -0.7713 -5.1868
C -3.1219 -1.1562 -3.7399
C -2.7137 0.1071 -2.9991
O -2.9712 1.2020 -3.8764
C -3.2428 0.6982 -5.1962
H -3.3922 -1.3639 -5.9127
H -1.7800 -0.8746 -5.4012
H -4.1901 -1.3426 -3.6023
H -2.5752 -2.0350 -3.4115
H -1.6402 0.0967 -2.7623
H -3.2763 0.2531 -2.0681
H -4.3117 0.8205 -5.3951
H -2.6864 1.2865 -5.9254
C 0.9541 -4.2263 -5.7190
C -0.2233 -5.1963 -5.6831
C -1.1770 -4.4922 -4.7296
O -0.9498 -3.0847 -4.8918
C 0.2479 -2.8803 -5.6542
H 1.5821 -4.3301 -6.6014
H 1.5813 -4.3662 -4.8360
H -0.6725 -5.2749 -6.6750
H 0.0420 -6.1977 -5.3505
H -0.9659 -4.7586 -3.6881
H -2.2245 -4.7127 -4.9378
H -0.0352 -2.5326 -6.6538
H 0.8507 -2.1067 -5.1765
*
```